No. 1
Formula: C50H59N5O5PS7V
Source: the OMol25 dataset
Level of theory: ωB97M-V with the def2-TZVPD basis set

```
! RIJCOSX wB97M-V def2-TZVPD def2/J DEFGRID3
* xyz -1 4
V 1.853 -0.405 -0.248
S 4.954 -1.485 0.887
S 5.881 0.207 0.977
S 4.863 1.715 -0.139
S 3.534 0.852 -1.377
N 2.532 0.412 1.480
S 1.958 1.360 2.437
N 0.725 0.922 3.447
S -0.787 1.243 3.225
N -1.508 1.261 1.889
S -1.242 0.013 0.595
N 0.173 0.210 0.141
C -1.287 -1.461 1.676
C -2.522 -2.009 1.985
C -2.585 -3.143 2.774
C -1.415 -3.724 3.243
C -0.184 -3.179 2.913
C -0.120 -2.043 2.120
C -2.701 -1.021 -2.362
C -3.907 -0.322 -1.969
C -5.041 -0.498 -2.695
C -5.198 -1.702 -3.471
C -4.638 -2.893 -3.171
C -3.852 -3.169 -1.930
C -1.133 2.854 3.938
C -2.038 3.710 3.313
C -2.328 4.918 3.922
C -1.736 5.251 5.137
C -0.840 4.377 5.757
C -0.539 3.169 5.163
C -1.569 0.215 4.478
C -0.844 -0.507 5.421
C -1.533 -1.213 6.391
C -2.923 -1.184 6.423
C -3.638 -0.447 5.481
C -2.966 0.257 4.503
C 3.180 1.758 3.691
C 4.192 2.640 3.346
C 5.220 2.874 4.244
C 5.241 2.221 5.465
C 4.234 1.328 5.794
C 3.194 1.094 4.907
C 1.484 2.994 1.844
C 1.135 3.151 0.515
C 0.680 4.390 0.088
C 0.590 5.449 0.973
C 0.966 5.284 2.298
C 1.408 4.051 2.739
H -3.425 -1.550 1.601
H -3.544 -3.580 3.014
H -1.464 -4.611 3.860
H 0.729 -3.640 3.260
H 0.846 -1.616 1.854
H -3.922 0.351 -1.119
H -5.877 0.195 -2.649
H -5.867 -1.674 -4.328
H -4.818 -3.724 -3.843
H -3.718 -4.243 -1.820
H -2.467 3.427 2.364
H -3.018 5.601 3.445
H -1.972 6.196 5.606
H -0.380 4.644 6.698
H 0.160 2.483 5.619
H 0.231 -0.528 5.367
H -0.983 -1.791 7.121
H -3.454 -1.750 7.177
H -4.719 -0.431 5.506
H -3.500 0.824 3.756
H 4.188 3.116 2.376
H 6.012 3.558 3.979
H 6.051 2.401 6.158
H 4.259 0.804 6.740
H 2.405 0.400 5.147
H 1.207 2.340 -0.192
H 0.397 4.508 -0.949
H 0.235 6.410 0.631
H 0.907 6.112 2.991
H 1.694 3.916 3.772
C 4.319 -2.378 -3.206
C 3.146 -1.935 -4.068
C 3.445 -0.584 -4.725
C 2.818 -2.978 -5.133
O 1.957 -1.712 -3.274
P 1.412 -2.714 -2.145
O 1.643 -4.148 -2.421
O 2.020 -2.213 -0.788
O -0.121 -2.276 -2.135
C -1.253 -3.179 -2.143
C -1.001 -4.311 -1.152
C -2.489 -2.350 -1.702
C -1.394 -3.700 -3.565
H 5.169 -2.589 -3.856
H 4.080 -3.281 -2.651
H 4.597 -1.593 -2.505
H 4.498 -0.533 -4.995
H 3.233 0.230 -4.035
H 2.855 -0.448 -5.630
H 3.646 -3.043 -5.840
H 1.922 -2.682 -5.673
H 2.650 -3.951 -4.679
H -0.588 -3.905 -0.229
H -0.302 -5.048 -1.544
H -1.947 -4.795 -0.915
H -2.427 -2.251 -0.631
H -4.454 -2.822 -1.081
H -2.778 -1.213 -3.438
H -0.453 -4.142 -3.888
H -1.672 -2.898 -4.243
H -2.169 -4.464 -3.600
O 0.874 1.583 -2.477
C 0.209 1.461 -3.492
C 0.562 2.243 -4.754
C 0.614 1.445 -6.079
C 0.329 -0.054 -5.950
C -1.156 -0.356 -5.745
C -1.746 0.552 -4.666
N -0.874 0.666 -3.525
H 1.534 2.691 -4.545
H -0.157 3.065 -4.826
H 1.610 1.572 -6.508
H -0.088 1.877 -6.800
H 0.887 -0.450 -5.097
H 0.695 -0.572 -6.839
H -1.282 -1.401 -5.458
H -1.709 -0.199 -6.676
H -2.710 0.174 -4.309
H -1.936 1.547 -5.086
H -1.138 0.139 -2.672
*
```

Properties
HOMO level (alpha / beta)	-2.480 / -2.480	eV
total energy	-181317.3857	eV

=====

No. 2
Formula: C50H62AsN4O2PRuSi2
Source: the OMol25 dataset
Level of theory: ωB97M-V with the def2-TZVPD basis set

```
! RIJCOSX wB97M-V def2-TZVPD def2/J DEFGRID3
* xyz 1 6
Ru -0.101 -0.595 0.697
O 2.621 1.275 3.669
C 1.662 0.899 3.024
O 1.694 0.235 1.914
C 0.234 1.226 3.503
P -0.733 1.524 1.969
C -0.163 3.250 1.719
C 1.183 3.456 1.412
C 1.683 4.742 1.277
C 0.837 5.835 1.413
C -0.509 5.636 1.685
C -1.009 4.350 1.842
C -2.440 1.673 2.592
C -3.426 0.946 1.928
C -4.738 0.969 2.376
C -5.067 1.710 3.502
C -4.086 2.417 4.183
C -2.774 2.395 3.735
H 0.230 2.081 4.176
H -0.162 0.351 4.024
H 1.850 2.613 1.278
H 2.736 4.885 1.073
H 1.229 6.840 1.325
H -1.173 6.485 1.794
H -2.056 4.201 2.066
H -3.133 0.323 1.090
H -5.499 0.396 1.862
H -6.084 1.710 3.872
H -4.341 2.977 5.073
H -2.007 2.927 4.284
C 0.879 -2.373 3.611
Si -0.983 -2.623 3.399
C -1.281 -4.388 4.020
C -2.066 -1.472 4.442
N -1.342 -2.283 1.710
C -2.149 -2.973 0.917
C -3.055 -3.953 1.429
C -3.788 -4.764 0.617
C -3.679 -4.630 -0.782
C -2.875 -3.663 -1.319
C -2.096 -2.774 -0.528
N -1.318 -1.808 -1.055
Si -0.951 -1.869 -2.760
C -2.512 -1.738 -3.867
C 0.008 -3.445 -3.174
C 0.099 -0.378 -3.274
H 1.118 -1.875 4.553
H 1.324 -1.790 2.809
H 1.380 -3.342 3.618
H -0.619 -4.573 4.868
H -1.065 -5.143 3.261
H -2.302 -4.543 4.371
H -1.635 -1.315 5.433
H -3.056 -1.916 4.574
H -2.207 -0.502 3.968
H -3.140 -4.040 2.503
H -4.450 -5.508 1.039
H -4.240 -5.282 -1.439
H -2.830 -3.565 -2.393
H -2.584 -2.621 -4.506
H -2.480 -0.877 -4.538
H -3.435 -1.682 -3.287
H -0.452 -4.326 -2.724
H 1.032 -3.380 -2.798
H 0.054 -3.600 -4.254
H 0.245 0.345 -2.471
H -0.319 0.118 -4.153
H 1.087 -0.730 -3.567
C 4.566 -0.133 -5.014
C 4.070 1.009 -4.400
C 3.469 0.923 -3.155
C 3.384 -0.293 -2.480
C 3.869 -1.433 -3.112
C 4.454 -1.354 -4.368
As 2.525 -0.341 -0.692
C 3.936 0.644 0.245
C 4.138 1.986 -0.064
C 5.097 2.732 0.604
C 5.844 2.150 1.616
C 5.618 0.828 1.959
C 4.670 0.080 1.281
C 2.932 -2.189 -0.222
C 1.887 -3.048 0.104
C 2.128 -4.349 0.519
C 3.430 -4.815 0.595
C 4.483 -3.986 0.232
C 4.236 -2.685 -0.175
H 5.020 -0.071 -5.994
H 4.146 1.968 -4.896
H 3.056 1.819 -2.706
H 3.790 -2.397 -2.626
H 4.820 -2.253 -4.846
H 3.527 2.469 -0.817
H 5.257 3.768 0.332
H 6.582 2.734 2.150
H 6.173 0.374 2.770
H 4.478 -0.937 1.590
H 0.859 -2.713 0.005
H 1.299 -4.996 0.780
H 3.625 -5.825 0.928
H 5.501 -4.352 0.277
H 5.061 -2.039 -0.450
C -3.300 3.682 -3.028
C -3.088 3.625 -1.491
N -2.180 2.538 -1.157
C -0.876 2.772 -1.772
C -1.001 2.868 -3.310
N -2.436 2.626 -3.644
C -2.837 1.270 -3.160
C -2.745 1.272 -1.614
H -3.010 4.647 -3.440
H -4.333 3.485 -3.309
H -4.034 3.453 -0.977
H -2.665 4.559 -1.125
H -0.206 1.963 -1.472
H -0.463 3.695 -1.373
H -0.394 2.120 -3.818
H -0.723 3.854 -3.678
H -2.547 2.659 -4.655
H -2.160 0.539 -3.597
H -3.845 1.063 -3.515
H -2.125 0.434 -1.267
H -3.737 1.154 -1.178
*
```

Properties
HOMO level (alpha / beta)	-9.027 / -10.074	eV
total energy	-151371.3931	eV